{
  "formula": "C23H27ClFN3O4S",
  "method": "ωB97M-V/def2-TZVPD",
  "species": ["O", "C", "N", "C", "C", "C", "C", "C", "C", "N", "C", "H", "C", "H", "O", "C", "H", "C", "H", "H", "H", "H", "H", "H", "H", "S", "O", "O", "N", "C", "C", "C", "C", "C", "H", "H", "H", "H", "H", "H", "H", "H", "H", "H", "H", "H", "C", "C", "C", "C", "C", "C", "C", "Cl", "H", "H", "H", "F", "H", "H"],
  "xyz": [[0.734331, -2.520913, -1.350033], [1.368193, -2.068611, -0.427985], [1.130739, -0.865025, 0.160828], [0.320944, 0.177000, -0.284273], [-0.292417, 0.190960, -1.528798], [-1.012223, 1.305727, -1.912760], [-1.128886, 2.408703, -1.092752], [-0.513573, 2.402503, 0.148720], [0.200175, 1.289629, 0.574618], [0.881642, 1.218568, 1.809831], [0.235523, 0.419762, 2.845110], [-0.610291, 0.969811, 3.288417], [1.264352, 0.122695, 3.938399], [2.071169, -0.499347, 3.522495], [1.808375, 1.308050, 4.469151], [2.394196, 2.093916, 3.457797], [3.228839, 1.546075, 2.991833], [1.369810, 2.460719, 2.380406], [0.565709, 3.050634, 2.847389], [1.845783, 3.051157, 1.596580], [2.775774, 2.988962, 3.950728], [0.798950, -0.401743, 4.774011], [-0.140911, -0.510915, 2.418902], [-0.595739, 3.266485, 0.789521], [-1.687441, 3.261315, -1.443136], [-1.855615, 1.294233, -3.496551], [-2.277697, 2.633821, -3.787167], [-1.051698, 0.599406, -4.455341], [-3.225097, 0.392006, -3.240913], [-3.046318, -1.031340, -3.077201], [-4.372300, -1.737987, -3.348858], [-5.448491, -1.193252, -2.412608], [-5.555771, 0.320461, -2.581840], [-4.193548, 0.966795, -2.339691], [-4.221815, 2.036843, -2.547703], [-3.889678, 0.813731, -1.289852], [-5.876368, 0.550454, -3.598328], [-6.285171, 0.735544, -1.884574], [-6.409131, -1.663759, -2.628730], [-5.183151, -1.426488, -1.378272], [-4.663981, -1.555268, -4.383564], [-4.246266, -2.811966, -3.206602], [-2.280743, -1.339129, -3.789211], [-2.703452, -1.268574, -2.057001], [-0.178522, -0.637377, -2.207462], [1.701805, -0.594909, 0.954762], [2.495391, -2.855619, 0.248333], [3.519675, -2.005866, 0.933350], [3.794381, -2.141092, 2.291104], [4.731791, -1.369473, 2.952926], [5.429608, -0.413514, 2.235980], [5.189425, -0.242628, 0.883300], [4.247457, -1.032810, 0.243041], [3.944568, -0.803108, -1.445615], [5.730660, 0.499363, 0.319365], [6.163620, 0.200072, 2.733549], [4.898426, -1.522728, 4.006941], [3.103566, -3.060393, 2.999812], [2.965356, -3.458168, -0.532739], [2.036062, -3.543400, 0.962362]],
  "atomic_forces_ev_per_a": [[-0.1181, -0.1273, -0.2846], [0.1632, -0.1293, 0.3947], [-0.0127, 0.1975, 0.3190], [-0.2588, 0.1332, -0.1405], [0.1133, -0.2444, -0.0531], [-0.3146, 0.1550, -0.4693], [-0.1092, 0.1621, -0.1041], [0.0685, -0.1983, 0.0669], [-0.1052, -0.0419, -0.2422], [0.0574, 0.0479, -0.0221], [0.1182, -0.1094, 0.3862], [0.0084, -0.0579, -0.0701], [-0.2995, -0.1896, -0.1424], [-0.0929, 0.0154, 0.0162], [-0.0498, 0.0520, 0.1686], [-0.0082, 0.3141, -0.2484], [-0.0749, 0.0799, 0.0134], [0.3714, -0.0820, 0.2456], [0.0166, 0.0034, -0.0739], [-0.0101, 0.0375, 0.0290], [0.0186, -0.0174, -0.0740], [0.0185, -0.0417, -0.0834], [-0.0007, 0.0011, 0.0143], [0.0073, 0.0789, 0.0833], [-0.0485, 0.1482, 0.0230], [-0.0976, 0.0815, -0.0245], [-0.0673, -0.0203, 0.3375], [0.0543, -0.2887, 0.2485], [0.7388, 0.5501, -0.3603], [0.1665, -0.6624, -0.2317], [0.0863, 0.0990, 0.2838], [-0.0894, 0.0537, -0.2708], [0.2079, -0.1035, 0.2047], [-0.5116, 0.4889, 0.2167], [-0.1291, -0.0393, 0.1641], [-0.0186, 0.0182, -0.0500], [-0.0592, 0.0707, -0.0399], [-0.0044, 0.0522, -0.0264], [-0.0079, -0.0364, 0.0814], [-0.0290, -0.0432, 0.0665], [0.0149, -0.0497, -0.0842], [0.0323, -0.0145, -0.0502], [-0.0361, -0.1631, 0.1157], [0.0030, -0.0119, -0.0448], [0.0614, -0.1127, 0.0182], [0.0104, -0.0318, -0.1501], [-0.1046, -0.1492, -0.1478], [0.0921, -0.1105, 0.1151], [0.1163, 0.1634, -0.1651], [-0.1067, -0.1324, 0.0137], [-0.1123, -0.1250, -0.0407], [-0.0107, 0.0520, -0.1830], [0.0793, -0.0249, 0.3394], [0.1513, 0.0191, -0.0262], [0.0452, 0.0770, -0.0832], [0.0762, 0.0659, 0.0420], [-0.0022, -0.0284, 0.1152], [0.0681, 0.0901, -0.0722], [-0.1060, 0.0383, 0.0247], [0.0305, 0.0411, -0.0878]],
  "mulliken_charge": [-0.653, 0.550, 0.387, -0.596, -0.716, -0.541, -0.755, -0.385, 0.626, 0.557, -0.740, 0.324, 0.108, -0.254, -0.446, -0.450, 0.063, -0.851, 0.366, 0.485, 0.409, 0.389, 0.464, 0.467, 0.538, 1.282, -0.734, -0.724, 0.126, -0.432, -0.887, -0.645, -0.830, -0.504, 0.443, 0.292, 0.328, 0.354, 0.328, 0.325, 0.342, 0.355, 0.401, 0.273, 0.663, -0.105, -1.185, -0.164, 0.326, -0.212, -0.538, -0.715, 0.986, -0.178, 0.472, 0.425, 0.443, -0.446, 0.393, 0.395],
  "e_above_lowest_ev": 1.344,
  "orbital_gap_ev": 9.1,
  "largest_force_ev_per_a": 1.0,
  "lumo_energy_ev": 0.518,
  "smiles": "O=C(Cc1c(F)cccc1Cl)Nc1cc(S(=O)(=O)N2CCCCC2)ccc1N1CCOCC1",
  "multiplicity": 1,
  "homo_ev": -8.59,
  "e_tot_ev": -63025.3690
}